Formula: C2H3ClFNO
Source: the OMol25 dataset
Level of theory: ωB97M-V/def2-TZVPD

The value obtained for the LUMO energy (spin up / spin down) is -0.54 / -0.72 eV. The value obtained for the total energy is -20895.4265 eV. Its gap between HOMO and LUMO (spin up / spin down) is 8.7343 / 7.9210 eV.

Geometry as XYZ:
```
9
C2H3ClFNO ωB97M-V/def2-TZVPD
C -1.169 -0.862 1.075
C 0.693 0.926 -0.506
N 0.094 -0.289 -0.789
O -0.891 -1.589 1.911
F -2.213 -0.173 0.799
Cl 0.917 -1.786 -1.268
H -0.135 1.676 -0.307
H 1.375 0.814 0.423
H 1.330 1.282 -1.338
```


Formula: C3H10O2SSi
Source: the OMol25 dataset
Level of theory: ωB97M-V/def2-TZVPD

The value obtained for the LUMO energy (spin up / spin down) is 0.26 / 0.26 eV. The value obtained for the total energy is -26081.5158 eV. Its gap between HOMO and LUMO (spin up / spin down) is 8.2330 / 8.2344 eV.

Geometry as XYZ:
```
17
C3H10O2SSi ωB97M-V/def2-TZVPD
C -0.293 -0.488 2.055
C 0.557 0.985 -0.535
C -1.289 0.121 -1.839
O 1.335 -1.792 0.015
O 2.463 0.123 1.344
Si 1.036 -0.333 0.702
S -1.833 1.387 -2.897
H -0.503 0.478 2.503
H -1.228 -0.876 1.667
H 0.033 -1.146 2.853
H 1.207 1.176 -1.375
H 0.054 1.874 -0.193
H -1.956 -0.161 -1.045
H -0.784 -0.672 -2.361
H 0.664 -2.200 -0.525
H 3.096 -0.531 1.628
H -2.559 2.055 -1.997
```


Formula: C23H34ClIN3OPS
Source: the OMol25 dataset
Level of theory: ωB97M-V/def2-TZVPD

The value obtained for the LUMO energy is -2.92 eV. The value obtained for the total energy is -71654.5015 eV. Its gap between HOMO and LUMO is 1.5259 eV.

Geometry as XYZ:
```
65
C23H34ClIN3OPS ωB97M-V/def2-TZVPD
C 6.741 -3.273 -0.469
C 5.503 -2.224 -0.673
C 5.908 -0.708 -0.204
I 5.497 0.802 -1.741
C 5.264 -0.375 1.221
N 6.154 -0.300 2.400
C 5.704 0.005 3.749
Cl 7.002 0.082 5.056
C 4.209 0.270 4.070
C 3.703 0.641 5.557
C 3.179 0.202 2.864
P 1.326 0.493 3.101
S 0.586 -0.488 4.646
C 3.731 -0.120 1.416
C 2.667 -0.129 0.221
C 2.101 1.210 -0.317
C 1.106 0.954 -1.471
C 0.832 -0.475 -1.934
N 1.312 -1.734 -1.464
C 2.204 -1.449 -0.388
H 6.353 -4.281 -0.048
H 7.507 -2.856 0.290
H 7.204 -3.456 -1.497
H 5.082 -2.237 -1.736
H 4.710 -2.562 0.101
H 7.064 -0.725 -0.098
H 7.162 -0.443 2.233
H 4.496 1.382 5.968
H 2.713 1.221 5.560
H 3.691 -0.285 6.224
H 0.600 -0.004 1.951
H 1.032 1.892 3.219
H 2.394 2.217 0.126
H 0.583 1.835 -1.983
H 0.101 -0.569 -2.829
H 2.651 -2.397 0.106
C -3.331 -1.067 -0.639
C -4.250 -0.564 -1.769
C -5.729 -0.732 -1.351
C -6.211 0.222 -0.262
C -5.459 1.551 -0.238
C -4.781 1.937 -1.571
N -3.876 0.848 -1.960
O -3.207 1.096 -3.110
C -3.944 3.203 -1.281
C -5.854 2.303 -2.614
C -4.045 -1.500 -2.981
H -2.279 -0.994 -0.926
H -3.532 -2.117 -0.398
H -3.459 -0.493 0.282
H -6.369 -0.599 -2.229
H -5.913 -1.762 -1.020
H -7.282 0.404 -0.403
H -6.117 -0.255 0.719
H -6.143 2.342 0.089
H -4.695 1.492 0.546
H -3.133 2.984 -0.577
H -4.563 3.987 -0.834
H -3.499 3.619 -2.189
H -6.478 3.126 -2.248
H -6.525 1.472 -2.847
H -5.408 2.638 -3.555
H -4.300 -2.532 -2.717
H -3.007 -1.513 -3.322
H -4.682 -1.212 -3.823
```


Formula: H80O40
Source: the OMol25 dataset
Level of theory: ωB97M-V/def2-TZVPD

The value obtained for the LUMO energy is -0.96 eV. The value obtained for the total energy is -83187.4758 eV. Its gap between HOMO and LUMO is 9.1951 eV.

Geometry as XYZ:
```
120
H80O40 ωB97M-V/def2-TZVPD
H 1.501 2.042 1.350
H 2.638 1.119 1.687
O 1.826 1.577 2.146
H 2.587 -0.478 -3.501
H 3.651 0.325 -3.411
O 3.476 -0.554 -3.532
H -2.448 0.902 2.243
H -2.773 0.270 1.094
O -3.261 0.942 1.772
H -5.518 3.589 0.651
H -4.434 3.405 1.585
O -4.970 4.167 1.215
H 1.243 0.031 -6.313
H 0.666 1.200 -5.599
O 1.170 0.314 -5.455
H -1.599 6.154 -1.014
O -1.493 6.240 -2.050
H 3.638 -1.594 4.879
O 3.604 -0.778 4.626
H -0.492 -2.762 3.396
H -0.408 -3.345 5.080
O -0.723 -3.469 4.098
H 2.540 -0.529 0.561
H 4.068 -0.536 0.211
O 3.359 -0.132 0.770
H 1.517 -2.616 4.555
H 1.833 -4.123 4.613
O 2.170 -3.211 4.630
H 2.040 -3.138 -1.746
H 2.493 -2.091 -3.140
O 1.962 -2.909 -2.709
H -1.388 2.384 1.939
O -1.431 2.632 0.940
H 1.275 -5.576 1.611
H 0.916 -4.091 1.747
O 1.024 -4.804 1.077
H -4.735 3.853 -3.014
H -3.752 3.559 -1.873
O -4.084 4.220 -2.498
H -0.267 -0.054 -2.113
H 1.282 0.400 -1.864
O 0.324 0.497 -1.723
H 4.355 2.236 -0.806
H 4.084 3.647 -0.514
O 4.523 2.858 -0.162
H -2.308 -1.150 -0.237
H -3.749 -1.377 0.468
O -3.343 -0.939 -0.330
H 6.121 1.273 -2.393
H 5.135 2.095 -3.389
O 5.098 1.457 -2.627
H 0.065 -0.928 0.228
O -0.420 -1.763 0.162
H 4.464 -2.009 -0.374
H 4.495 -1.725 -1.695
O 3.834 -1.880 -1.064
H 0.218 0.442 4.138
O -0.152 1.368 4.394
H -3.245 -4.195 -0.236
H -1.936 -3.651 -0.783
O -2.750 -3.478 -0.742
H -3.058 2.717 -0.930
H -4.031 1.544 -0.527
O -3.473 1.923 -1.100
H -5.278 -0.663 -2.010
H -4.900 -0.113 -3.359
O -5.586 -0.220 -2.772
H 0.544 -3.821 -4.964
H 1.993 -4.622 -4.897
O 1.239 -4.329 -5.322
H 3.638 -4.442 2.807
H 3.413 -3.224 1.774
O 3.107 -4.108 2.034
H -1.438 -2.022 -2.834
H -0.027 -2.719 -2.551
O -0.588 -1.929 -2.457
H 0.543 -0.899 6.026
H -0.474 -1.701 5.686
O -0.437 -0.870 6.131
H -1.791 2.356 4.168
H -2.986 3.155 4.401
O -2.739 2.414 3.969
H 3.987 1.275 3.467
H 4.553 2.538 3.780
O 4.872 1.615 3.676
H 2.259 -1.955 2.054
H 0.875 -2.665 1.648
O 1.302 -2.075 2.260
H -5.753 0.239 3.143
O -5.145 -0.465 2.871
H 0.367 -5.544 -0.869
H -0.445 -6.799 -1.249
O -0.281 -5.826 -1.465
H -0.508 -2.258 -0.550
H -2.276 5.764 -2.275
H -0.012 1.327 5.350
H 4.403 -0.555 5.272
H -1.325 1.686 0.515
H -4.131 -0.357 3.155
O -0.357 -0.265 2.042
H 0.377 -0.329 1.550
H -0.907 -0.975 1.783
O -5.911 1.129 0.546
H -4.839 0.959 0.703
H -6.235 0.734 1.320
O 5.714 -1.230 -2.614
H 5.548 -0.825 -3.405
H 5.579 -2.218 -2.833
O 0.245 3.444 -2.233
H -0.426 2.734 -2.356
H -0.109 4.092 -1.598
O -0.895 5.365 0.786
H -1.415 4.432 0.747
H 0.028 5.076 0.675
O 1.577 2.889 -5.224
H 0.912 3.338 -4.734
H 2.358 2.472 -4.794
O -3.284 1.086 -4.456
H -2.296 1.418 -4.655
H -3.299 0.650 -3.529
```